Below is a molecular structure, C2H3ClN4S, with properties calculated with ωB97M-V/def2-TZVPD.

The calculation puts the frontier orbital gap at 0.2994 hartree.

Each line ends with the natural charge from an NBO analysis.
Positions of all 11 atoms, in Å:
C  0.449805  0.833463  -0.042158  0.413
C  -0.941317  -1.152767  -0.201687  -0.389
N  0.431694  2.051761  0.366885  -0.346
N  -0.750757  2.156964  0.952800  -0.054
N  -1.389209  1.064637  0.922250  -0.058
N  -0.675102  0.186229  0.266808  -0.246
S  1.974243  -0.717794  -1.112548  0.106
Cl  3.697889  -0.192428  -0.188237  -0.102
H  -0.448120  -1.228297  -1.176400  0.215
H  -0.386991  -1.833939  0.459097  0.231
H  -1.962135  -1.167828  -0.246809  0.231

Cartesian forces, eV/Å:
2.56 -2.62 -1.87
2.56 0.49 0.61
1.76 -0.11 -0.86
-0.62 1.22 1.09
-2.81 -0.78 0.53
2.59 0.52 -0.87
-1.39 2.81 1.87
-0.43 -0.12 -0.28
-0.70 -0.09 0.05
-0.89 -0.19 -0.10
-2.62 -1.14 -0.15

Below is 2 unconnected molecules or ions with the total composition C11H19N2O2, with properties calculated with ωB97M-V/def2-TZVPD.

As for the net charge: +1. The calculation puts the frontier orbital gap at 0.3865 hartree.

Each line ends with the natural charge from an NBO analysis.
Positions of all 34 atoms, in Å:
C  1.517759  -0.261279  0.486190  -0.030
C  0.960958  -1.452382  0.499300  -0.052
C  -0.730997  0.289874  0.695855  0.379
C  -2.004570  3.294992  -2.402370  1.025
C  1.688761  2.448152  -0.504274  -0.614
C  1.769305  2.300286  1.987421  -0.627
C  -1.006981  -3.539830  -0.899896  -0.578
C  -1.089954  -1.059334  -1.736218  -0.675
C  -0.995797  -1.852973  1.916565  -0.418
C  0.906827  2.037683  0.751590  -0.070
C  -1.168224  -1.988008  -0.550222  -0.046
N  0.482565  0.702553  0.680436  -0.446
N  -0.484270  -1.365995  0.611119  -0.342
O  -2.586314  4.063990  -2.981628  -0.470
O  -1.424306  2.427014  -1.967358  -0.552
H  2.602695  0.001038  0.377519  0.278
H  1.565170  -2.359818  0.336829  0.263
H  2.730565  2.048097  -0.685301  0.213
H  1.115956  2.238597  -1.294975  0.217
H  2.013463  3.542831  -0.457584  0.248
H  2.715183  2.006805  1.901794  0.206
H  1.358804  1.938008  2.957786  0.228
H  1.778328  3.301898  2.327453  0.248
H  -1.287538  -4.113164  0.083444  0.221
H  -1.764181  -3.548000  -1.581298  0.236
H  -0.059710  -3.706186  -1.232341  0.211
H  -1.199230  0.001736  -1.558283  0.256
H  -1.918986  -1.158048  -2.551305  0.263
H  -0.069558  -1.171379  -2.333397  0.214
H  -1.965652  -1.487172  1.890923  0.240
H  -0.757849  -2.958739  1.925167  0.232
H  -0.526768  -1.510742  2.904113  0.257
H  0.180267  2.771253  0.752991  0.249
H  -2.345720  -1.881756  -0.350044  0.237

Cartesian forces, eV/Å:
0.68 -0.30 0.25
1.32 -0.87 -0.65
-0.85 -1.46 0.16
-0.23 -0.23 -0.92
4.03 1.67 2.43
-4.08 0.13 1.99
-1.02 2.63 5.80
1.69 -0.05 -4.00
2.34 -1.86 1.36
3.52 2.44 0.41
-4.64 0.04 -0.64
0.45 -1.10 -0.60
2.00 1.74 0.66
-1.94 3.01 -1.32
2.18 -2.76 2.25
-1.50 -0.18 0.23
-0.98 0.22 0.24
-1.17 -0.46 0.54
-2.05 -0.40 -3.40
-1.23 -1.18 0.01
3.95 -1.43 -0.45
-0.01 -0.81 -0.84
0.10 1.64 -0.73
0.61 0.67 -2.19
-1.78 -1.11 -2.15
2.46 -0.97 -1.15
0.14 0.17 0.74
1.37 -0.68 1.62
-1.95 0.16 1.14
-2.20 -0.31 0.41
-1.18 1.07 0.00
-0.03 0.32 -1.93
-2.52 0.58 0.24
2.52 -0.32 0.49

Below is a molecular structure, C22H42F6N5O2PRhSbSe2Si4Te, with properties calculated with ωB97M-V/def2-TZVPD.

As for the net charge: +1. Its spin multiplicity is 2. The calculation puts the frontier orbital gap (spin up / spin down) at 0.2310 / 0.2326 hartree.

Each line ends with the Löwdin spin population.
Positions of all 87 atoms, in Å:
Rh  -0.454895  -0.132463  -0.234802  0.707
Se  3.517361  -1.957147  0.311237  -0.009
P  0.142269  -2.380355  2.170157  0.012
Se  -0.813615  -0.338834  2.071933  0.234
C  -1.214367  -3.589438  2.181790  0.008
C  -2.307177  -3.447965  1.330660  0.001
C  -3.266081  -4.446974  1.256447  0.000
C  -3.146060  -5.588161  2.035418  0.000
C  -2.061916  -5.732233  2.890732  0.001
C  -1.095204  -4.742880  2.960331  0.001
C  0.846197  -2.460978  3.841328  0.001
C  2.220964  -2.315229  4.004249  0.001
C  2.770770  -2.276510  5.277708  0.000
C  1.945613  -2.367440  6.386826  0.000
C  0.570539  -2.489940  6.228970  0.000
C  0.017835  -2.535563  4.961780  0.000
H  -2.416895  -2.544668  0.740863  -0.001
H  -4.119057  -4.324636  0.602285  0.000
H  -3.903097  -6.358878  1.986451  0.000
H  -1.972785  -6.614176  3.510935  0.000
H  -0.255496  -4.860261  3.632913  0.000
H  2.859884  -2.212566  3.135417  0.000
H  3.839051  -2.162555  5.403055  0.000
H  2.371138  -2.328823  7.380441  0.000
H  -0.071940  -2.543404  7.097378  0.000
H  -1.055243  -2.624728  4.841291  0.000
N  -1.951183  1.297231  -0.706048  -0.001
N  -1.849335  1.658197  -2.072540  0.005
C  -0.880872  1.066511  -2.801139  0.013
N  -0.751916  1.360855  -4.098696  0.011
N  -0.139849  0.167971  -2.180223  0.026
N  0.655684  -0.665389  -3.007412  -0.002
O  1.747280  -1.025502  -2.274820  -0.002
O  -0.114042  -1.849146  -3.150152  0.001
H  -2.908657  1.024637  -0.503110  0.000
H  -1.739856  2.123337  -0.144314  0.001
H  -2.175030  2.587668  -2.304374  0.000
H  -1.256929  2.130332  -4.503387  0.001
H  0.076839  1.026314  -4.564747  0.000
F  0.169645  2.677775  0.581988  0.000
Sb  -0.964934  3.915199  1.518056  0.000
F  -2.077836  2.376589  1.855500  0.001
F  -0.034423  3.589964  3.111697  0.000
F  -2.235395  5.023449  2.320038  0.000
F  0.135792  5.336642  1.009982  0.000
F  -1.906667  3.967602  -0.168134  0.000
C  0.341837  -4.349032  -4.311468  0.000
Si  -0.234102  -2.616366  -4.675366  0.000
C  -2.028590  -2.562851  -5.156263  0.000
C  0.846313  -1.732735  -5.910161  0.000
Si  3.035158  -3.850730  -0.917324  -0.003
Te  1.107731  -2.010371  -0.518726  -0.008
Si  2.251177  -5.754078  0.299840  0.000
C  2.580186  -5.451942  2.104856  0.000
C  0.453981  -6.031593  -0.132685  0.000
C  3.273936  -7.169990  -0.372574  0.000
Si  4.335235  -3.849325  -2.926243  0.000
C  4.027618  -2.418393  -4.076300  0.000
C  5.998659  -3.706592  -2.072447  0.000
C  4.135453  -5.517709  -3.749986  0.000
H  0.305017  -4.977566  -5.203034  0.000
H  -0.290833  -4.812731  -3.550528  0.000
H  1.371322  -4.345366  -3.944271  0.000
H  -2.156507  -2.754185  -6.223097  0.000
H  -2.451088  -1.578194  -4.945116  0.000
H  -2.615475  -3.303404  -4.611989  0.000
H  0.276257  -0.993022  -6.475290  0.000
H  1.251416  -2.445192  -6.631317  0.000
H  1.689304  -1.232523  -5.431514  0.000
H  1.967703  -4.643170  2.493009  0.000
H  3.624632  -5.197509  2.290024  0.000
H  2.346890  -6.354621  2.674313  0.000
H  -0.133436  -5.115190  -0.194725  0.000
H  -0.020971  -6.658883  0.625441  0.000
H  0.381642  -6.553329  -1.089342  0.000
H  4.348073  -7.002274  -0.284171  0.000
H  3.036597  -7.361378  -1.419017  0.000
H  3.042434  -8.081402  0.183779  0.000
H  3.559232  -1.576668  -3.566727  0.000
H  3.393114  -2.720908  -4.910920  0.000
H  4.983393  -2.083960  -4.484999  0.000
H  6.148225  -2.710712  -1.651847  0.000
H  6.770249  -3.874735  -2.828640  0.000
H  6.156886  -4.446738  -1.285663  0.000
H  3.392043  -5.483790  -4.547080  0.000
H  3.847475  -6.304829  -3.056248  0.000
H  5.089306  -5.810748  -4.193938  0.000

Cartesian forces, eV/Å:
-0.64 0.52 -0.29
-0.21 0.04 -0.29
-0.07 -0.01 0.22
0.09 -0.23 0.04
0.16 -0.10 0.10
-0.01 0.05 -0.07
-0.02 0.02 -0.02
0.00 -0.02 0.02
-0.03 -0.04 -0.03
-0.01 -0.01 -0.08
0.01 0.02 -0.11
0.02 0.03 -0.01
-0.01 0.01 -0.03
0.00 0.01 0.03
-0.02 0.00 0.03
-0.02 -0.02 0.00
-0.01 -0.02 0.01
0.00 0.00 -0.01
-0.01 -0.01 0.00
0.00 -0.01 0.01
0.00 -0.03 0.00
-0.01 -0.05 0.02
0.01 0.00 -0.01
0.00 0.00 0.01
-0.01 0.00 0.01
0.01 0.01 0.02
0.22 -0.17 0.02
-0.10 0.01 -0.05
-0.03 0.02 0.05
0.04 0.01 0.01
-0.06 -0.05 -0.02
0.05 0.14 -0.07
0.07 -0.15 -0.05
-0.14 -0.03 0.02
0.02 -0.05 -0.04
-0.15 -0.06 -0.12
0.08 0.05 0.09
-0.02 -0.02 0.00
0.00 0.00 0.00
0.03 0.05 0.01
0.13 -0.08 0.33
0.07 0.10 -0.07
-0.04 0.04 -0.08
0.03 0.01 -0.06
-0.04 0.00 -0.03
-0.02 0.17 -0.04
-0.02 0.01 -0.03
0.03 0.04 0.02
0.04 -0.01 0.02
0.00 0.02 0.06
-0.09 0.10 0.16
0.62 -0.24 0.28
0.04 -0.09 -0.09
0.02 -0.05 -0.06
-0.02 0.02 0.00
0.01 0.00 0.07
-0.06 0.00 0.02
0.01 0.00 0.03
-0.03 -0.02 -0.02
0.01 0.06 -0.02
0.00 -0.03 -0.01
0.01 0.01 0.00
0.01 0.01 0.00
0.01 -0.04 -0.02
0.02 0.02 -0.02
-0.02 0.00 0.03
0.01 0.03 0.01
-0.03 -0.02 -0.04
-0.03 0.00 -0.01
-0.05 0.10 0.07
0.02 0.00 0.00
-0.01 -0.02 0.01
-0.02 0.05 0.03
0.04 -0.03 0.02
-0.02 0.04 -0.02
0.03 0.01 -0.01
-0.01 -0.03 0.00
-0.02 0.00 0.03
0.04 -0.02 -0.01
-0.01 0.00 0.04
0.03 -0.02 -0.03
0.00 -0.02 0.00
0.03 0.03 0.01
-0.01 -0.02 0.02
-0.01 0.00 0.01
0.04 -0.02 0.02
0.01 0.01 -0.05

Sequential molecular weight output: 150.59 211.28 1176.10 Da
Sequential energy above the lowest of the compared OMol25 structures with the same formula, charge and spin output: 2.268 5.500 1.261 eV
Sequential strongest force on any atom output: 4.113 6.448 0.874 eV Å⁻¹